(1)
Molecular formula: C9H7NO2
Method: DFT, the ωB97M-V functional and the def2-TZVPD basis

Atoms and positions in Å:
C (-0.45364, -2.48048, -0.02355)
C (-1.27403, -1.41190, -0.00450)
C (1.08262, -2.33382, 0.09731)
C (1.52199, -1.08557, -0.00692)
C (-0.77497, -0.01394, -0.04371)
C (0.66281, 0.15397, 0.02496)
C (2.76312, 0.76398, 0.02473)
C (-1.71049, 0.96049, -0.10028)
C (-1.41465, 2.41101, -0.11882)
N (1.39154, 1.19272, 0.08321)
O (3.69976, 1.48227, 0.06442)
O (2.80210, -0.59617, 0.16036)
H (-0.92711, -3.53984, 0.01750)
H (-2.39369, -1.51328, 0.04906)
H (1.77871, -3.12976, -0.06387)
H (-2.76066, 0.82009, 0.09490)
H (-2.27263, 3.08294, -0.09683)
H (-0.79768, 2.58180, -0.94587)
H (-0.92311, 2.65547, 0.78790)

As for the LUMO energy (spin up / spin down): -1.153 / -1.153 eV. The value obtained for the orbital gap (spin up / spin down) is 0.279 / 0.279 hartree. As for the charge: 0. The SMILES is C/C=c1/cccc2c1=NC(=O)O2. The relative energy (zero: lowest compared OMol25 entry of this formula, charge and spin) comes out at 234.1 kJ/mol.

How positive or negative is each atom? The natural (NBO) charges in e answer that: -0.22 -0.19 -0.23 0.25 -0.16 0.23 0.85 0.02 -0.67 -0.48 -0.52 -0.47 0.23 0.22 0.24 0.21 0.22 0.24 0.25

---

(2)
Molecular formula: C2H3O2Yb
Method: DFT, the ωB97M-V functional and the def2-TZVPD basis

Atoms and positions in Å:
O (0.84281, 0.53374, -0.88415)
C (0.77709, 1.77418, -2.43884)
C (0.21773, 1.66705, -1.04152)
H (0.34460, 1.09275, -3.17062)
H (1.39821, 2.62549, -2.70511)
H (0.36658, 2.47005, -0.31550)
Yb (-0.42376, -1.57050, 1.59337)
O (0.07710, 0.38031, 0.34533)

As for the expectation value of S²: 2.0149. As for the LUMO energy (spin up / spin down): -15.304 / -17.863 eV. The multiplicity is 3. The value obtained for the orbital gap (spin up / spin down) is 0.328 / 0.248 hartree. As for the charge: +3. The relative energy (zero: lowest compared OMol25 entry of this formula, charge and spin) comes out at 350.1 kJ/mol.

How positive or negative is each atom? The natural (NBO) charges in e answer that: -0.06 0.10 0.28 0.28 0.30 0.30 2.00 -0.21

---

(3)
Molecular formula: C3H6ClF
Method: DFT, the ωB97M-V functional and the def2-TZVPD basis

Atoms and positions in Å:
C (-1.10802, -0.80833, -0.02486)
C (-0.21558, 0.43819, -0.28280)
C (1.26207, 0.25864, 0.16779)
H (-0.84958, -1.61900, -0.80664)
H (-0.80002, -1.14250, 0.96066)
H (-0.41245, 1.31354, 0.46418)
H (-0.27142, 0.92145, -1.31572)
H (1.78600, 1.21326, -0.19527)
H (1.36876, 0.30093, 1.20194)
F (2.07252, -0.71695, -0.15046)
Cl (-2.83228, -0.15923, -0.01882)

As for the LUMO energy: 0.901 eV. The value obtained for the orbital gap is 0.425 hartree. As for the charge: 0. The SMILES is FCCCCl. The relative energy (zero: lowest compared OMol25 entry of this formula, charge and spin) comes out at 97.9 kJ/mol.

How positive or negative is each atom? The natural (NBO) charges in e answer that: -0.36 -0.45 0.06 0.23 0.21 0.23 0.22 0.15 0.15 -0.35 -0.08

---

(4)
Molecular formula: C52H44F5N4O3PRbSTe
Method: DFT, the ωB97M-V functional and the def2-TZVPD basis

Atoms and positions in Å:
Rb (-0.56139, 0.38819, 0.87991)
N (1.56872, -0.70893, 3.58269)
C (1.73025, -1.99456, 4.07348)
C (2.95253, -2.37796, 4.64229)
C (3.12137, -3.63474, 5.18748)
C (2.07554, -4.55123, 5.17896)
C (0.86478, -4.17842, 4.61478)
C (0.66256, -2.91295, 4.06554)
P (-0.94992, -2.39885, 3.33789)
C (-1.93425, -2.01697, 4.84357)
C (-3.17891, -1.41932, 4.62397)
C (-4.01649, -1.10707, 5.68511)
C (-3.61317, -1.36216, 6.98915)
C (-2.37531, -1.94334, 7.21815)
C (-1.54434, -2.27696, 6.15258)
C (-1.65773, -4.02778, 2.85538)
C (-0.95526, -4.76505, 1.89700)
C (-1.46242, -5.96403, 1.42047)
C (-2.68418, -6.43972, 1.88247)
C (-3.39355, -5.70604, 2.81981)
C (-2.88491, -4.50599, 3.30323)
H (0.90988, -0.67323, 2.82177)
H (2.41668, -0.22377, 3.32264)
H (3.77489, -1.67025, 4.63298)
H (4.08179, -3.90603, 5.61128)
H (2.20532, -5.54273, 5.59509)
H (0.04704, -4.88855, 4.59389)
H (-3.50527, -1.23870, 3.60458)
H (-4.98690, -0.66574, 5.49146)
H (-4.26152, -1.11136, 7.81999)
H (-2.05258, -2.14566, 8.23370)
H (-0.58207, -2.73670, 6.34283)
H (-0.01550, -4.37568, 1.51659)
H (-0.90914, -6.51540, 0.66936)
H (-3.09211, -7.36533, 1.49279)
H (-4.36240, -6.05000, 3.16173)
H (-3.46497, -3.93830, 4.01765)
F (-5.31927, 1.94712, -2.57230)
C (-5.31206, 0.87330, -1.76126)
C (-4.21172, 0.57700, -0.98426)
F (-3.14108, 1.39357, -1.02776)
C (-4.22842, -0.53556, -0.16252)
F (-3.12377, -0.77132, 0.57176)
C (-5.33146, -1.39172, -0.01000)
S (-5.33993, -2.70270, 1.09281)
C (-6.41633, -1.04552, -0.83357)
F (-7.53600, -1.77920, -0.80128)
C (-6.41126, 0.04273, -1.68068)
F (-7.49392, 0.32426, -2.43115)
O (3.67961, 1.55549, 0.22204)
N (3.16651, 1.27532, 1.32147)
O (1.92704, 1.37935, 1.36604)
C (1.83989, -3.05400, -1.96463)
C (0.46262, -3.14535, -1.64972)
C (-0.00639, -2.70301, -0.44320)
N (0.77622, -2.17059, 0.57895)
C (2.10510, -2.05313, 0.23734)
C (2.66495, -2.45035, -0.95054)
H (2.24787, -3.41562, -2.89957)
H (-0.25260, -3.56035, -2.35564)
H (-1.07092, -2.78806, -0.22325)
H (2.74911, -1.60889, 0.99349)
H (3.72954, -2.30351, -1.09842)
C (6.53781, 2.01931, -5.84713)
C (5.40359, 1.97569, -4.85302)
C (5.29963, 2.91700, -3.84263)
C (4.27554, 2.89563, -2.89546)
C (4.28757, 3.96011, -1.82346)
C (3.30670, 1.88785, -2.99272)
Te (1.63962, 1.66467, -1.68982)
N (1.48319, 3.56299, -1.13753)
C (0.29601, 3.63246, -0.57067)
O (-0.50000, 2.67064, -0.38597)
C (-0.16874, 5.01783, -0.18543)
C (-1.50815, 5.21265, 0.12167)
C (-1.97648, 6.47470, 0.46136)
C (-1.10492, 7.55268, 0.50590)
C (0.24102, 7.36198, 0.20429)
C (0.70471, 6.10090, -0.14296)
C (0.22200, 1.97304, -3.26003)
C (0.36950, 3.11052, -4.05340)
C (-0.57515, 3.42168, -5.02103)
C (-1.67907, 2.59525, -5.18472)
C (-1.82529, 1.46506, -4.39626)
C (-0.88052, 1.12753, -3.42754)
C (-1.05669, -0.13575, -2.62773)
C (3.41142, 0.89941, -3.99351)
C (2.42967, -0.24193, -4.11325)
C (4.45419, 0.96586, -4.90801)
H (7.08404, 2.96106, -5.77801)
H (6.16909, 1.91038, -6.86884)
H (7.24398, 1.20579, -5.66393)
H (6.05064, 3.69905, -3.77204)
H (5.27160, 4.43046, -1.78430)
H (4.05166, 3.53696, -0.84861)
H (3.53679, 4.72538, -2.02722)
H (-2.17082, 4.35650, 0.08121)
H (-3.02572, 6.61727, 0.69476)
H (-1.47075, 8.53629, 0.77547)
H (0.92734, 8.19932, 0.24165)
H (1.74665, 5.93066, -0.38325)
H (1.21906, 3.76347, -3.89104)
H (-0.45883, 4.31023, -5.62947)
H (-2.43709, 2.83607, -5.92115)
H (-2.70084, 0.83564, -4.51470)
H (-2.07812, -0.50468, -2.69349)
H (-0.83011, -0.00236, -1.57281)
H (-0.39127, -0.92911, -2.97476)
H (2.27613, -0.76580, -3.16477)
H (2.79358, -0.99155, -4.81383)
H (1.46015, 0.11152, -4.47177)
H (4.52528, 0.20173, -5.67641)

As for the expectation value of S²: 0.7629. As for the LUMO energy (spin up / spin down): 3.559 / 3.556 eV. The multiplicity is 2. The value obtained for the orbital gap (spin up / spin down) is 0.106 / 0.213 hartree. As for the charge: -2. The relative energy (zero: lowest compared OMol25 entry of this formula, charge and spin) comes out at 71.9 kJ/mol.

Löwdin atomic charge list, values in e, 99 entries: 0.87 0.11 -0.32 -0.04 -0.11 -0.11 -0.11 -0.31 1.11 -0.37 -0.11 -0.09 -0.11 -0.10 -0.08 -0.36 -0.11 -0.08 -0.11 -0.10 -0.10 -0.03 0.07 0.11 0.09 0.09 0.10 0.09 0.10 0.09 0.09 0.10 0.09 0.10 0.09 0.10 0.09 0.08 -0.17 -0.16 0.08 -0.26 -0.04 -0.67 0.49 -0.27 0.05 -0.16 0.08 -0.23 -0.27 -0.33 -0.18 -0.17 -0.27 -0.12 -0.23 -0.15 0.06 0.09 0.09 0.08 0.08 -0.06 -0.28 -0.03 -0.26 -0.07 -0.28 1.88 -0.16 -0.66 -0.28 -0.13 -0.02 -0.09 -0.11 -0.10 -0.03 -0.35 -0.11 -0.09 -0.09 -0.04 -0.29 -0.06 -0.28 -0.06 -0.03 0.07 0.07 0.08 0.11 0.07 0.05 0.06 0.11 0.10 0.09